# 1
The following is a quantum chemistry calculation of a structure of composition C39H76O18S5 at a distorted geometry, from the OMol25 dataset.

As for the total charge: 0. Its electronic energy is -4875.19235 hartree. Its spin multiplicity is 1. The calculation puts the maximum force at 15.64 eV/A.

Atoms and positions in Å:
C 17.193 9.821 -5.223
C 17.813 9.533 -3.882
C 18.925 10.491 -3.390
O 18.857 10.488 -1.920
C 17.649 10.036 -1.639
O 17.198 10.183 -0.540
O 16.970 9.785 -2.768
H 16.105 9.808 -5.161
H 17.348 8.971 -5.888
H 17.579 10.649 -5.817
H 18.170 8.504 -3.845
H 19.024 11.498 -3.795
H 19.927 10.156 -3.659
C 19.167 10.665 0.172
C 20.138 9.970 1.124
O 21.289 9.659 0.851
C 19.586 9.704 2.502
H 19.268 10.149 -0.783
H 19.415 11.726 0.214
H 18.147 10.484 0.512
H 18.736 9.022 2.499
H 19.380 10.665 2.975
H 20.363 9.187 3.065
C 18.680 12.099 4.454
C 19.442 13.040 3.510
O 19.351 12.742 2.315
C 20.350 14.169 3.962
H 17.682 11.857 4.087
H 18.613 12.458 5.481
H 19.236 11.163 4.513
H 20.054 15.114 3.505
H 21.334 13.781 3.702
H 20.234 14.418 5.017
C 16.040 11.758 0.244
C 16.107 13.180 0.887
O 15.486 14.114 0.469
C 16.882 13.401 2.184
H 16.490 11.818 -0.747
H 15.010 11.415 0.341
H 16.702 11.140 0.849
H 17.131 12.486 2.720
H 16.420 14.191 2.776
H 17.860 13.872 2.083
C 17.753 15.552 0.953
C 17.933 16.939 1.507
O 18.165 17.839 0.692
C 17.765 17.203 3.035
H 17.766 15.744 -0.120
H 16.872 14.999 1.279
H 18.733 15.079 1.009
H 18.659 17.768 3.302
H 17.603 16.268 3.572
H 16.932 17.820 3.369
C 15.354 15.980 6.221
C 14.836 14.814 5.486
O 13.640 14.585 5.339
C 15.834 13.701 5.119
H 14.978 16.328 7.183
H 15.333 16.773 5.473
H 16.400 15.687 6.314
H 15.912 12.949 5.904
H 16.733 14.166 4.714
H 15.490 13.132 4.255
C 14.154 15.894 3.215
C 14.797 14.584 2.911
C 13.637 13.622 2.827
S 12.161 14.448 2.180
O 11.158 14.177 3.127
O 11.844 14.141 0.760
C 12.909 16.212 2.328
H 14.780 16.786 3.187
H 13.911 15.905 4.278
H 15.681 14.391 3.520
H 15.208 14.568 1.902
H 13.499 13.381 3.881
H 13.780 12.701 2.262
H 12.137 16.956 2.527
H 13.268 16.423 1.321
C 14.697 17.474 -1.007
C 14.888 16.026 -0.477
C 16.052 15.421 -1.217
S 15.760 16.013 -3.001
O 14.863 15.049 -3.629
O 17.003 16.393 -3.716
C 14.906 17.573 -2.567
H 15.436 18.173 -0.618
H 13.692 17.801 -0.738
H 13.974 15.462 -0.658
H 14.892 15.878 0.603
H 16.297 14.383 -0.991
H 16.919 15.982 -0.868
H 13.964 17.525 -3.113
H 15.445 18.442 -2.942
C 17.812 13.573 -3.562
C 18.817 14.804 -3.741
C 19.163 15.243 -2.341
S 18.831 13.755 -1.115
O 17.750 14.118 -0.179
O 20.099 13.232 -0.686
C 18.147 12.624 -2.401
H 17.744 12.937 -4.444
H 16.803 13.984 -3.598
H 18.375 15.608 -4.328
H 19.777 14.542 -4.187
H 18.473 16.048 -2.087
H 20.162 15.632 -2.144
H 17.354 12.002 -1.985
H 18.931 11.933 -2.708
C 14.078 8.918 3.888
C 14.780 8.761 2.456
C 15.460 10.130 2.133
S 15.989 10.966 3.754
O 15.272 12.268 3.806
O 17.435 10.807 3.929
C 15.110 9.690 4.834
H 13.814 7.980 4.376
H 13.192 9.553 3.868
H 14.081 8.385 1.708
H 15.619 8.066 2.441
H 14.633 10.694 1.703
H 16.278 10.080 1.414
H 14.781 10.146 5.768
H 15.865 8.955 5.109
C 13.674 12.205 -2.561
C 14.185 13.438 -1.756
C 13.380 13.470 -0.463
S 12.857 11.755 -0.059
O 11.387 11.602 -0.217
O 13.454 11.120 1.105
C 13.542 11.037 -1.583
H 14.408 11.901 -3.308
H 12.822 12.494 -3.176
H 14.040 14.380 -2.285
H 15.235 13.354 -1.474
H 12.487 14.046 -0.707
H 13.820 13.956 0.408
H 12.889 10.213 -1.870
H 14.536 10.662 -1.341

Here are the Löwdin charges for atoms 1 to 8, given in e: number 1, C, carries -0.0011; number 2, C, carries -0.2508; number 3, C, carries -0.0500; number 4, O, carries -0.0657; number 5, C, carries -0.5319; number 6, O, carries -0.0112; number 7, O, carries 0.1143; number 8, H, carries 0.0955


# 2
The following is a quantum chemistry calculation of a cluster of 11 separate species, C39H77N3O12S in total at a distorted geometry, from the OMol25 dataset.

As for the total charge: 0. For the energy relative to the best compared isomer or geometry (same formula, charge and spin), the calculation gives 158.77 kcal/mol. Its electronic energy is -2997.20546 hartree. Its spin multiplicity is 1. The calculation puts the maximum force at 7.54 eV/A. Its SMILES is NCCOCCCCCSc1nnco1.CC(C)=O.CC(C)=O.CC(C)=O.CC(C)=O.CC(C)=O.CC(C)=O.CC(C)=O.CC(C)=O.CC(C)=O.CC(C)=O.

Atoms and positions in Å:
N 3.065 -2.192 -0.864
C 1.790 -1.338 -0.904
C 1.042 -1.484 -2.354
O -0.387 -1.142 -2.364
C -0.692 -0.024 -1.431
C -2.085 0.656 -1.964
C -2.811 1.688 -0.925
C -2.233 1.687 0.603
C -2.658 0.404 1.526
S -4.348 -0.318 1.175
C -4.204 -1.500 -0.281
N -3.003 -2.273 -0.815
N -3.508 -2.954 -1.933
C -4.987 -2.632 -2.089
O -5.474 -1.722 -1.032
H 3.677 -1.788 -0.121
H 2.707 -3.149 -0.607
H 2.062 -0.188 -0.730
H 1.067 -1.673 -0.018
H 1.677 -0.916 -3.163
H 1.107 -2.640 -2.646
H 0.129 0.835 -1.456
H -0.819 -0.509 -0.374
H -2.877 -0.142 -2.367
H -1.792 1.290 -2.933
H -3.989 1.535 -1.007
H -2.626 2.788 -1.350
H -2.698 2.648 1.137
H -1.066 1.825 0.627
H -1.839 -0.464 1.550
H -2.694 0.803 2.651
H -5.754 -2.991 -2.896
C -8.458 0.398 1.577
C -8.581 0.198 3.064
C -8.890 -1.192 3.553
O -8.437 1.134 3.849
H -8.234 1.450 1.370
H -7.643 -0.217 1.186
H -9.399 0.138 1.087
H -8.094 -1.878 3.250
H -9.851 -1.523 3.152
H -8.950 -1.187 4.647
C 7.489 0.815 -2.066
C 6.271 -0.070 -2.086
C 6.275 -1.234 -3.041
O 5.310 0.150 -1.351
H 7.346 1.613 -1.330
H 8.368 0.230 -1.782
H 7.635 1.268 -3.050
H 7.099 -1.909 -2.800
H 6.367 -0.872 -4.068
H 5.332 -1.784 -2.946
C 12.688 2.121 -2.135
C 11.643 1.038 -2.080
C 11.892 -0.207 -2.888
O 10.626 1.166 -1.401
H 12.374 2.959 -1.503
H 13.640 1.738 -1.760
H 12.798 2.479 -3.161
H 12.809 -0.694 -2.547
H 11.967 0.047 -3.948
H 11.056 -0.901 -2.752
C -4.406 5.918 0.598
C -3.056 5.801 1.252
C -2.714 6.803 2.322
O -2.261 4.921 0.925
H -4.514 5.130 -0.155
H -5.193 5.797 1.346
H -4.497 6.888 0.103
H -3.426 6.722 3.148
H -2.730 7.813 1.905
H -1.709 6.597 2.705
C 6.645 -2.395 -8.065
C 6.521 -2.595 -6.578
C 6.213 -3.985 -6.089
O 6.666 -1.659 -5.793
H 6.869 -1.343 -8.272
H 7.460 -3.010 -8.456
H 5.704 -2.655 -8.555
H 7.009 -4.671 -6.392
H 5.252 -4.316 -6.490
H 6.153 -3.980 -4.995
C 0.862 8.092 1.084
C 0.286 9.079 2.065
C 0.894 10.456 2.101
O -0.644 8.772 2.808
H 0.326 7.141 1.169
H 0.745 8.470 0.065
H 1.918 7.920 1.307
H 0.778 10.939 1.127
H 1.951 10.389 2.369
H 0.379 11.060 2.855
C 4.718 -4.210 2.920
C 3.435 -3.582 2.447
C 2.188 -4.424 2.502
O 3.406 -2.425 2.031
H 5.534 -3.486 2.823
H 4.627 -4.495 3.971
H 4.952 -5.085 2.308
H 1.984 -4.718 3.535
H 2.309 -5.308 1.871
H 1.340 -3.841 2.130
C -3.682 3.425 4.838
C -4.965 4.053 4.364
C -6.212 3.211 4.420
O -4.994 5.211 3.948
H -2.866 4.149 4.740
H -3.773 3.140 5.889
H -3.448 2.550 4.225
H -6.416 2.917 5.452
H -6.091 2.327 3.789
H -7.060 3.795 4.047
C -12.612 -3.413 -0.195
C -12.173 -2.273 0.685
C -13.210 -1.250 1.064
O -11.012 -2.181 1.080
H -11.759 -4.073 -0.386
H -13.394 -3.989 0.306
H -12.975 -3.026 -1.150
H -14.019 -1.729 1.620
H -13.601 -0.766 0.165
H -12.751 -0.486 1.701
C 4.877 -7.685 -0.020
C 4.753 -7.886 1.466
C 4.445 -9.276 1.956
O 4.897 -6.950 2.251
H 5.100 -6.633 -0.227
H 5.691 -8.300 -0.412
H 3.935 -7.945 -0.510
H 5.240 -9.961 1.653
H 3.484 -9.606 1.554
H 4.384 -9.270 3.049

Here are the Löwdin charges for atoms 1 to 8, given in e: number 1, N, carries -0.0361; number 2, C, carries -0.2549; number 3, C, carries -0.2037; number 4, O, carries -0.2287; number 5, C, carries -0.2220; number 6, C, carries -0.1774; number 7, C, carries -0.2203; number 8, C, carries -0.2445


# 3
The following is a quantum chemistry calculation of a cluster of 5 separate species, C39H79ClF3N3O15PS4Si in total at a distorted geometry, from the OMol25 dataset.

As for the total charge: +1. Its electronic energy is -5809.30579 hartree. Its spin multiplicity is 1. The calculation puts the maximum force at 3.40 eV/A.

Atoms and positions in Å:
C -0.224 1.110 2.233
C 0.214 1.879 0.906
C 1.787 2.080 0.722
C 2.634 0.757 0.930
O 2.015 -0.432 0.416
C 1.861 -0.398 -0.991
C 3.226 -0.276 -1.785
N 3.255 -1.056 -3.050
C 1.896 -1.011 -3.543
N 1.605 -0.278 -4.596
P 3.019 0.569 -5.432
O 3.754 1.591 -4.301
Cl 4.416 -0.891 -6.059
C 0.275 -0.089 -5.189
F 0.410 1.048 -6.016
F -0.062 -1.082 -6.100
C -0.888 0.289 -4.215
C -2.195 0.785 -5.010
Si -3.636 -0.473 -4.792
C -3.090 -2.271 -5.105
C -4.985 0.017 -6.075
C -4.452 -0.276 -3.084
C -4.599 1.007 -2.386
C -5.240 1.089 -1.077
C -5.782 -0.091 -0.394
C -5.646 -1.371 -1.098
C -4.998 -1.464 -2.411
N 0.909 -1.723 -2.836
C 0.490 -2.975 -3.460
C -0.534 -3.824 -2.600
F 1.559 -3.765 -3.963
C 1.142 -1.780 -1.366
C 2.092 -2.930 -0.851
C 1.339 -3.695 0.355
C 1.995 -3.348 1.763
C 2.589 -4.632 2.509
C 3.875 -4.213 3.346
O 3.607 -3.139 4.252
C 4.266 -1.923 3.889
H -1.262 1.441 2.528
H 0.418 1.305 3.129
H -0.302 0.013 1.987
H -0.250 2.906 0.960
H -0.223 1.363 0.012
H 2.094 2.530 -0.259
H 2.130 2.797 1.550
H 3.707 0.895 0.601
H 2.701 0.610 2.047
H 1.191 0.444 -1.341
H 4.033 -0.696 -1.121
H 3.455 0.811 -1.896
H 3.541 -2.029 -2.914
H 3.044 2.087 -3.848
H -1.206 -0.650 -3.689
H -0.535 1.093 -3.526
H -2.027 0.861 -6.114
H -2.436 1.802 -4.614
H -2.388 -2.682 -4.335
H -2.680 -2.401 -6.148
H -4.016 -2.911 -5.057
H -5.871 -0.658 -5.970
H -5.236 1.092 -5.849
H -4.504 -0.074 -7.083
H -4.188 1.929 -2.857
H -5.324 2.070 -0.544
H -6.261 0.000 0.605
H -6.070 -2.267 -0.583
H -4.927 -2.476 -2.870
H -0.112 -2.701 -4.376
H -1.239 -4.373 -3.273
H -1.153 -3.135 -1.970
H 0.008 -4.552 -1.935
H 0.150 -1.728 -0.848
H 3.058 -2.584 -0.409
H 2.332 -3.724 -1.600
H 1.528 -4.796 0.199
H 0.242 -3.489 0.375
H 2.853 -2.626 1.687
H 1.223 -2.845 2.399
H 1.810 -4.997 3.226
H 2.858 -5.443 1.778
H 4.110 -5.115 3.986
H 4.765 -4.056 2.683
H 3.483 -1.105 3.865
H 4.740 -1.934 2.874
H 5.039 -1.584 4.628
O 1.273 5.224 2.698
S 1.240 5.053 4.124
O 0.429 4.049 4.748
O 0.942 6.466 4.823
C -0.253 7.171 4.450
C -1.497 6.525 5.030
C 2.893 4.854 4.710
H -0.321 7.255 3.363
H -0.156 8.183 4.846
H -1.658 5.530 4.613
H -2.381 7.126 4.813
H -1.400 6.410 6.112
H 3.521 5.629 4.275
H 3.236 3.870 4.395
H 2.891 4.915 5.797
O 4.759 8.007 -6.338
S 4.823 7.423 -5.033
O 6.075 7.149 -4.392
O 3.928 6.084 -5.015
C 4.226 5.061 -5.974
C 5.505 4.318 -5.631
C 3.834 8.378 -3.924
H 4.273 5.484 -6.981
H 3.388 4.361 -5.957
H 6.373 4.974 -5.695
H 5.665 3.486 -6.319
H 5.463 3.933 -4.610
H 2.866 8.566 -4.382
H 4.356 9.317 -3.749
H 3.727 7.833 -2.988
O -6.681 -4.227 0.287
S -7.225 -5.517 -0.034
O -8.546 -5.663 -0.564
O -7.064 -6.482 1.237
C -7.636 -6.063 2.487
C -9.149 -6.177 2.484
C -6.107 -6.362 -1.108
H -7.316 -5.046 2.730
H -7.228 -6.721 3.255
H -9.597 -5.489 1.766
H -9.555 -5.942 3.469
H -9.457 -7.185 2.202
H -5.100 -6.290 -0.703
H -6.158 -5.875 -2.081
H -6.421 -7.400 -1.196
O 1.760 1.489 6.413
S 1.861 0.905 7.719
O 3.132 0.653 8.332
O 0.987 -0.441 7.758
C 1.274 -1.463 6.793
C 2.567 -2.192 7.101
C 0.885 1.847 8.849
H 1.291 -1.039 5.785
H 0.446 -2.172 6.830
H 3.427 -1.526 7.016
H 2.717 -3.019 6.409
H 2.558 -2.577 8.122
H -0.096 2.020 8.413
H 1.397 2.794 9.012
H 0.807 1.301 9.787

Here are the Löwdin charges for atoms 1 to 8, given in e: number 1, C, carries -0.0936; number 2, C, carries -0.2215; number 3, C, carries -0.1616; number 4, C, carries -0.1930; number 5, O, carries -0.1266; number 6, C, carries -0.2762; number 7, C, carries -0.1094; number 8, N, carries 0.0588


| no. | E_LUMO (eV) |
| --- | --- |
| 1 | 0.0725 |
| 2 | 0.4133 |
| 3 | -4.2951 |